Model a:
Below is an isolated molecule of C16H22N4O2S, with properties calculated with the ωB97M-V functional and the def2-TZVPD basis.

Structure (XYZ):
```
45
C16H22N4O2S (the ωB97M-V functional and the def2-TZVPD basis)
S -1.0403 0.4741 -2.1900
O -1.9468 2.9914 -0.7912
O -1.5554 -1.6328 2.8705
N -0.1513 -0.8578 -2.8036
N -0.4122 4.2567 0.2423
N 2.1570 -1.4886 0.0614
N -0.6486 -0.0432 1.5713
C 0.2263 3.0469 -1.7944
C -0.7863 3.3796 -0.6951
C 0.3125 1.5761 -2.1884
C 1.0903 -0.4728 -2.9639
C -0.8051 -1.3239 1.9458
C -1.0184 -2.9679 0.0398
C 2.0263 -1.5303 -3.4936
C 1.4068 0.8476 -2.6366
C -0.0516 3.3475 2.5131
C -0.3915 -3.9398 -0.9802
C 0.3470 -3.5910 2.0907
C -1.2772 1.1116 2.2105
C -0.0572 -2.4239 1.1444
C 1.1828 -1.9008 0.5340
C -0.2191 2.0375 2.7822
C -0.9182 4.2098 1.6120
H 1.2106 3.4150 -1.5092
H -1.8824 -3.4494 0.5039
H -1.9576 3.8695 1.6398
H -1.4328 -2.1319 -0.5282
H 0.7749 3.8628 2.9822
H 2.4006 1.2552 -2.7369
H 0.4362 -3.4788 -1.5192
H -1.9249 0.8103 3.0388
H 0.9593 -4.3344 1.5798
H 2.1521 -2.3432 -2.7789
H 0.4363 4.7747 0.0883
H -0.9555 5.2207 2.0221
H 1.6600 -1.9676 -4.4225
H -0.0201 -4.8477 -0.5052
H -1.9341 1.6044 1.4923
H -0.0753 3.6347 -2.6600
H 0.9347 -3.2312 2.9372
H -0.0914 0.1489 0.7514
H 3.0202 -1.1322 -3.6946
H -0.5248 -4.1040 2.5013
H 0.4712 1.5594 3.4641
H -1.1269 -4.2412 -1.7271
```

Values from the calculation:
2S+1   1
HOMO level   -0.341 Eh
SMILES   CC[C@@](C)(C#N)C(=O)NC/C=C\CNC(=O)Cc1cc(C)ns1
Kohn-Sham gap   9.706 eV
E_LUMO   0.432 eV

natural (NBO) atomic charge list, values in e, 6 entries: 0.600 -0.617 -0.629 -0.586 -0.608 -0.345

---

Model b:
Below is a structure of composition C16H22N4O2S, with properties calculated with the ωB97M-V functional and the def2-TZVPD basis.

Structure (XYZ):
```
45
C16H22N4O2S (the ωB97M-V functional and the def2-TZVPD basis)
S -2.8892 -0.1521 0.3420
O 2.1246 -0.0202 -2.7765
O -2.4934 -2.8746 0.1067
N -1.0481 -4.3188 1.1426
N -2.8175 1.4697 0.6084
N 1.1391 -0.5744 -0.8135
N 1.6037 2.2848 1.0846
C 1.5654 0.3060 -1.7499
C -1.6866 3.1624 1.9586
C -1.9102 1.7521 1.5129
C 1.2902 -2.0086 -0.9883
C 1.2388 1.7884 -1.4625
C -1.6641 -0.5386 1.4752
C 1.4017 -3.7115 0.8773
C -0.2545 1.9989 -1.8185
C 1.4423 2.0709 -0.0326
C -1.6071 -3.0265 0.9048
C 1.8588 -2.6315 0.2534
C -0.7455 3.4264 -1.6298
C 0.2381 -4.5625 0.4415
C -1.1974 -1.9125 1.8467
C 2.1625 2.6837 -2.2905
C -1.2117 0.6249 2.0304
H 3.2066 2.4601 -2.0799
H -2.2337 3.8472 1.3144
H 0.0440 -4.4559 -0.6248
H -1.6187 -2.1889 2.8221
H -1.8280 3.4611 -1.7468
H -0.3739 1.6858 -2.8586
H 1.9820 2.4978 -3.3472
H -0.8588 1.3230 -1.2103
H 1.9727 -2.1401 -1.8293
H -0.4282 0.6873 2.7730
H -0.3029 4.1090 -2.3551
H -0.1150 -1.9229 1.9805
H 0.4809 -5.6130 0.6008
H -2.0405 3.2944 2.9828
H 0.6297 -0.2310 -0.0117
H 1.9748 3.7317 -2.0655
H 2.7192 -2.1125 0.6662
H -0.8556 -4.3884 2.1400
H 1.9076 -4.0286 1.7853
H -0.5120 3.7935 -0.6285
H -0.6247 3.4093 1.9404
H 0.3349 -2.4556 -1.2710
```

Values from the calculation:
2S+1   1
HOMO level   -0.342 Eh
Kohn-Sham gap   9.716 eV
E_LUMO   0.416 eV

natural (NBO) atomic charge list, values in e, 6 entries: 0.688 -0.613 -0.523 -0.648 -0.630 -0.620

---

Out of the structures above, which one is the least stable? Solution: model b.